C31H25N5O2S3W | ωB97M-V with the def2-TZVPD basis set

```
67
Properties=species:S:1:pos:R:3
W -0.5512 -0.6603 0.1001
C -2.6934 -2.9434 -0.3738
C -2.2741 -2.2994 0.9300
C -1.0027 -2.4942 1.4189
C 0.0282 -2.8309 0.4875
C -0.3827 -3.7184 -0.6140
C -1.6607 -3.8374 -0.9787
H -3.6675 -3.4184 -0.2875
H -3.0611 -1.9366 1.5768
H -0.7798 -2.2067 2.4374
H 1.0097 -2.9984 0.9003
H 0.3699 -4.3371 -1.0901
H -1.9848 -4.5650 -1.7140
S 1.6851 1.0335 3.7341
C 2.8931 0.1658 2.8383
C 4.2437 0.0349 3.1352
C 5.0281 -0.7032 2.2733
C 4.4688 -1.2915 1.1349
C 3.1258 -1.1547 0.8453
C 2.3160 -0.4221 1.7148
N 0.9440 -0.1549 1.5887
C 0.5063 0.6060 2.5746
C -0.8923 0.9861 2.6111
C -1.4323 1.8298 3.5796
C -2.7789 2.1462 3.5322
C -3.5733 1.6156 2.5242
C -3.0199 0.7755 1.5647
C -1.6679 0.4379 1.5811
H 4.6650 0.4967 4.0202
H 6.0838 -0.8255 2.4764
H 5.1008 -1.8649 0.4694
H 2.7166 -1.6050 -0.0464
H -0.8070 2.2347 4.3686
H -3.2144 2.7944 4.2823
H -4.6305 1.8502 2.4925
H -3.6712 0.3744 0.7930
O -2.0356 -0.9165 -1.4252
N -2.9291 -1.8175 -1.3765
C -3.9426 -1.7753 -2.2326
C -3.9865 -0.6807 -3.1458
N -3.9351 0.2338 -3.8384
C -4.9320 -2.7915 -2.2393
N -5.7230 -3.6265 -2.2561
S 2.4549 -1.1971 -3.4518
C 1.1593 -1.3723 -2.3699
N 1.0913 -0.4983 -1.4007
C 2.1556 0.4136 -1.4769
C 2.4183 1.4802 -0.6077
C 3.5376 2.2493 -0.8295
C 4.4036 1.9850 -1.8993
C 4.1574 0.9442 -2.7644
C 3.0251 0.1648 -2.5420
H 0.4223 -2.1504 -2.5075
H 1.7516 1.6899 0.2132
H 3.7590 3.0763 -0.1662
H 5.2754 2.6085 -2.0451
H 4.8218 0.7352 -3.5941
C -1.6240 3.7138 -0.3191
S -1.8793 2.1643 -1.1735
C -1.4205 2.6614 -2.8237
O -0.6549 1.3208 -0.7259
H -0.6164 4.0758 -0.5151
H -1.7709 3.5159 0.7431
H -2.3707 4.4290 -0.6708
H -2.1558 3.3941 -3.1654
H -1.4786 1.7751 -3.4526
H -0.4176 3.0814 -2.8225
```

Summary:
charge: +2
gap between HOMO and LUMO (spin up / spin down): 6.54 / 6.49 eV
electronic energy: -78413.3236 eV
LUMO level (spin up / spin down): -7.2663 / -7.4050 eV
⟨S²⟩: 2.04
multiplicity: 3

Atom charges from the natural (NBO) analysis, given in e for atoms 1 to 8:
1 W 1.667
2 C -0.131
3 C -0.249
4 C -0.147
5 C -0.536
6 C -0.131
7 C -0.243
8 H 0.267

C31H26F3N3O6SSbTc | ωB97M-V with the def2-TZVPD basis set

```
72
Properties=species:S:1:pos:R:3
Tc -0.1600 -0.2466 -0.4139
O -1.0015 -2.9616 -3.4297
C -0.8662 -1.9792 -2.6027
O -0.2986 -2.0665 -1.5013
C -1.4753 -0.6840 -3.0098
C -2.2063 -0.4181 -4.1578
C -2.7496 0.8556 -4.3054
C -2.5709 1.8045 -3.3006
C -1.8292 1.4566 -2.1829
N -1.2857 0.2420 -2.0672
C -1.5504 2.2450 -0.9414
O -1.9592 3.4598 -0.7557
O -0.9166 1.6935 -0.0327
H -0.6072 -3.7914 -3.1041
H -2.3518 -1.1844 -4.9063
H -3.3227 1.1024 -5.1883
H -3.0174 2.7846 -3.4060
H -2.4803 3.8366 -1.4814
S 1.6559 0.4091 -1.5868
Sb 3.6477 0.4774 -0.1952
C 4.8883 -0.7423 -1.3682
C 4.7281 -0.8601 -2.7451
C 5.6634 -1.5840 -3.4737
C 6.7394 -2.1774 -2.8321
C 6.8984 -2.0528 -1.4594
C 5.9739 -1.3310 -0.7176
C 3.6928 -0.6361 1.6119
C 3.8789 -0.0861 2.8827
C 3.7609 -0.8811 4.0502
C 3.3526 -2.1759 3.9571
C 3.1170 -2.7467 2.6739
C 3.4043 -1.9764 1.4993
C 4.6302 2.3204 -0.1573
C 5.1551 2.7251 -1.3806
C 5.8684 3.9153 -1.4479
C 6.0707 4.6670 -0.3015
C 5.5575 4.2428 0.9189
C 4.8210 3.0706 0.9978
H 3.8904 -0.3990 -3.2533
H 5.5529 -1.6792 -4.5451
H 7.4648 -2.7371 -3.4069
H 7.7442 -2.5106 -0.9655
H 6.1169 -1.2258 0.3508
H 4.1115 0.9625 3.0027
H 3.9790 -0.4388 5.0127
H 3.2051 -2.7834 4.8388
H 3.0875 -3.8266 2.5888
H 3.3182 -2.4574 0.5327
H 5.0398 2.1186 -2.2714
H 6.2780 4.2418 -2.3936
H 6.6393 5.5852 -0.3541
H 5.7302 4.8261 1.8128
H 4.3897 2.7777 1.9438
F -1.7057 -1.3479 0.8938
C -1.1740 -2.2506 1.8411
F -1.7307 -1.9654 2.9859
F -1.5128 -3.4446 1.4320
C 0.3695 -2.0555 1.8743
O 0.9954 -2.7708 2.6465
O 0.8547 -1.1714 1.1019
C 1.7668 3.9528 -0.1240
C 1.4546 3.1334 1.0769
N 1.8139 1.8804 1.3224
C 1.2505 1.5614 2.5454
C 0.5646 2.6243 3.0362
N 0.7043 3.6078 2.0921
H 1.8588 3.3149 -1.0012
H 2.7047 4.4960 -0.0039
H 0.9800 4.6856 -0.3005
H 1.3893 0.5995 3.0043
H 0.0106 2.7674 3.9457
H 0.3284 4.5408 2.1570
```

Summary:
charge: +3
gap between HOMO and LUMO (spin up / spin down): 6.76 / 5.33 eV
electronic energy: -77022.7795 eV
LUMO level (spin up / spin down): -9.5579 / -10.9792 eV
⟨S²⟩: 3.79
multiplicity: 4

Atom charges from the Löwdin analysis, given in e for atoms 1 to 8:
1 Tc 1.294
2 O 0.248
3 C -0.399
4 O -0.031
5 C -0.133
6 C 0.096
7 C 0.046
8 C 0.078

C31H26FeGeN3O2S4 | ωB97M-V with the def2-TZVPD basis set

```
68
Properties=species:S:1:pos:R:3
Fe -0.0679 0.3956 0.2581
S 5.7334 -0.9108 -0.0932
C 7.2581 -1.6938 0.0104
C 7.1412 -3.0479 0.0218
C 5.8037 -3.4772 -0.0493
C 4.8993 -2.4434 -0.1126
C 3.4598 -2.5113 -0.1540
C 2.6706 -1.3502 -0.2400
N 1.3529 -1.3297 -0.2319
C 0.6855 -2.5205 -0.1616
C 1.3912 -3.7524 -0.0952
C 0.6580 -4.9745 -0.0225
C -0.6912 -4.9763 -0.0006
C -1.4312 -3.7566 -0.0552
C -2.8192 -3.7424 -0.0297
C -3.5072 -2.5231 -0.0888
C -2.7271 -1.3594 -0.1687
N -1.4067 -1.3351 -0.1887
C -0.7308 -2.5238 -0.1368
C -4.9468 -2.4580 -0.0616
C -5.8523 -3.4919 -0.0239
C -7.1897 -3.0602 0.0276
C -7.3031 -1.7051 0.0266
S -5.7776 -0.9240 -0.0430
C 2.7792 -3.7323 -0.0861
H 8.1514 -1.1036 0.0589
H 7.9795 -3.7191 0.0859
H 5.5254 -4.5158 -0.0545
H 3.1546 -0.3839 -0.3192
H 1.2175 -5.8977 0.0153
H -1.2470 -5.9003 0.0552
H -3.3519 -4.6786 0.0318
H -3.2147 -0.3932 -0.2321
H -5.5755 -4.5307 -0.0366
H -8.0309 -3.7291 0.0705
H -8.1957 -1.1130 0.0637
H 3.3172 -4.6654 -0.0163
C -2.1930 2.4001 2.2543
Ge -0.4767 1.8500 3.1068
C 0.8874 3.2587 2.7416
C -0.7062 1.6457 5.0911
C 0.1151 0.2417 2.2192
H -2.3326 3.4753 2.3182
H -3.0393 1.9154 2.7290
H -2.1864 2.1275 1.1962
H 0.4228 4.2372 2.6955
H 1.3728 3.0605 1.7885
H 1.6506 3.2727 3.5124
H -0.9856 2.6101 5.5041
H 0.2164 1.3192 5.5614
H -1.4885 0.9285 5.3213
H 0.0226 -0.7185 2.7259
O -2.8603 5.3060 1.1152
S -2.2733 5.2571 -0.1938
O -3.0511 5.7653 -1.2832
N -1.7613 3.7044 -0.5340
C -0.4787 3.6718 -0.6272
S 0.3724 2.2311 -0.9720
C 0.2498 4.9340 -0.4393
C 1.6193 5.1471 -0.4786
C 2.0869 6.4262 -0.2218
C 1.2098 7.4637 0.0640
C -0.1653 7.2493 0.0959
C -0.6200 5.9788 -0.1625
H 2.2930 4.3323 -0.6985
H 3.1514 6.6103 -0.2274
H 1.5952 8.4500 0.2752
H -0.8533 8.0465 0.3300
```

Summary:
gap between HOMO and LUMO (spin up / spin down): 6.25 / 6.27 eV
electronic energy: -175374.7721 eV
LUMO level (spin up / spin down): -1.2745 / -1.2602 eV
⟨S²⟩: 0.80
multiplicity: 2

Atom charges from the natural (NBO) analysis, given in e for atoms 1 to 8:
1 Fe 0.819
2 S 0.452
3 C -0.392
4 C -0.254
5 C -0.218
6 C -0.228
7 C -0.086
8 C 0.096

C31H27AsCdClNOSTe4 | ωB97M-V with the def2-TZVPD basis set

```
68
Properties=species:S:1:pos:R:3
Cd -1.5580 2.2584 0.2182
O 1.7881 2.1510 1.0755
C 3.0796 2.2707 0.5390
C 3.2095 1.8640 -0.9150
C 4.4264 2.0379 -1.5637
C 4.5558 1.5936 -2.8676
C 3.4635 0.9982 -3.4795
C 2.2868 0.8785 -2.7589
N 2.1592 1.2922 -1.4979
H 1.3850 1.3300 0.7323
H 3.7896 1.6562 1.1069
H 3.3825 3.3152 0.6535
H 5.2546 2.5046 -1.0439
H 5.4931 1.7104 -3.3988
H 3.5054 0.6593 -4.5060
H 1.4027 0.4463 -3.2117
Te -0.0216 3.8988 -1.4570
Te -0.5078 3.0925 -3.9712
Te -1.7796 7.9534 -1.1095
Te -2.2064 5.3760 -0.5048
S -2.8842 -1.7249 1.0220
C -1.7502 -2.8706 1.6385
C -2.1327 -3.9981 2.3942
C -1.2040 -4.9026 2.8706
C 0.1547 -4.7289 2.6191
C 0.5621 -3.6217 1.8861
C -0.3641 -2.7028 1.4070
As 0.0889 -1.0941 0.4112
C -0.3626 -1.6321 -1.4059
C -0.6940 -0.6425 -2.3239
C -1.0375 -0.9711 -3.6278
C -1.0485 -2.3019 -4.0214
C -0.7143 -3.2970 -3.1097
C -0.3722 -2.9637 -1.8074
C 2.0508 -1.4028 0.3338
C 2.7437 -1.7613 -0.8204
C 4.1284 -1.8731 -0.8175
C 4.8456 -1.6406 0.3481
C 4.1681 -1.2843 1.5069
C 2.7872 -1.1508 1.4902
H -3.1885 -4.1386 2.5920
H -1.5415 -5.7577 3.4481
H 0.8842 -5.4406 2.9870
H 1.6162 -3.4838 1.6787
H -0.6693 0.4077 -2.0401
H -1.2870 -0.1775 -4.3222
H -1.3222 -2.5652 -5.0366
H -0.7318 -4.3381 -3.4115
H -0.1330 -3.7404 -1.0893
H 2.1972 -1.9452 -1.7379
H 4.6468 -2.1371 -1.7319
H 5.9261 -1.7259 0.3507
H 4.7165 -1.0906 2.4219
H 2.2700 -0.8455 2.3948
Cl -4.3610 1.2642 -0.2976
C -4.7916 2.1196 1.1580
C -6.0528 2.6845 1.2311
C -6.4150 3.4135 2.3522
C -5.4972 3.5715 3.3816
C -4.2405 2.9987 3.2884
C -3.8390 2.2499 2.1766
C -2.4775 1.6686 2.0782
H -6.7344 2.5615 0.4002
H -7.3961 3.8669 2.4094
H -5.7590 4.1507 4.2588
H -3.5283 3.1316 4.0944
H -1.8654 1.9957 2.9183
H -2.4996 0.5789 2.0131
```

Summary:
charge: -2
gap between HOMO and LUMO: 5.39 eV
electronic energy: -154058.7369 eV
LUMO level: 3.9785 eV
multiplicity: 1

Atom charges from the natural (NBO) analysis, given in e for atoms 1 to 8:
1 Cd 1.244
2 O -0.728
3 C -0.093
4 C 0.208
5 C -0.268
6 C -0.166
7 C -0.277
8 C 0.077